A molecular structure, C37H30MoNO4P2S3, computed with ωB97M-V/def2-TZVPD.

Computed properties:
Largest force on an atom (eV Å⁻¹): 1.04
ΔE to the lowest compared entry with this formula, charge and spin (kcal/mol): 0.00
HOMO-LUMO gap (Eh): 0.2426
E_HOMO (eV): -11.234
Charge: +1
Multiplicity: 1

Each line ends with the Löwdin charge.
Atoms and positions in Å:
Mo (0.08950, -0.81463, -0.19839)  1.43
S (-1.11456, -2.03337, 1.68942)  0.53
P (-2.47985, -0.59107, 1.32890)  0.54
C (-1.43987, 0.40861, 0.37793)  -0.66
P (-1.81064, 1.39177, -1.00426)  0.55
S (-0.64524, 0.42606, -2.31477)  0.54
C (-1.24640, 3.09470, -0.81380)  -0.32
C (-1.59646, 3.85691, 0.30202)  -0.09
C (-1.20768, 5.18315, 0.39358)  -0.08
C (-0.46523, 5.76074, -0.62841)  -0.06
C (-0.10234, 5.00672, -1.73458)  -0.06
C (-0.48768, 3.67523, -1.82914)  -0.09
C (-3.54523, 1.48700, -1.42788)  -0.33
C (-4.45380, 2.08572, -0.54897)  -0.08
C (-5.78649, 2.19381, -0.90477)  -0.06
C (-6.21823, 1.70909, -2.13592)  -0.06
C (-5.32171, 1.10595, -3.00323)  -0.05
C (-3.98328, 0.98676, -2.64886)  -0.08
C (-3.87153, -1.27976, 0.43620)  -0.34
C (-3.61918, -2.13221, -0.64177)  -0.08
C (-4.67300, -2.72442, -1.31421)  -0.05
C (-5.98258, -2.47209, -0.91718)  -0.05
C (-6.23672, -1.61866, 0.14529)  -0.06
C (-5.18349, -1.01912, 0.82365)  -0.08
C (-3.08961, 0.13809, 2.83927)  -0.35
C (-3.78848, -0.65846, 3.75056)  -0.09
C (-4.19669, -0.12017, 4.95890)  -0.05
C (-3.90445, 1.20523, 5.26659)  -0.05
C (-3.18981, 1.99029, 4.37471)  -0.06
C (-2.77528, 1.45299, 3.16198)  -0.09
H (-2.15779, 3.42483, 1.11648)  0.08
H (-1.47993, 5.76478, 1.26508)  0.12
H (-0.16522, 6.79877, -0.55789)  0.12
H (0.48682, 5.45121, -2.52649)  0.12
H (-0.18035, 3.08932, -2.68619)  0.08
H (-4.13756, 2.47017, 0.41256)  0.10
H (-6.48977, 2.65891, -0.22648)  0.11
H (-7.25994, 1.80158, -2.41599)  0.11
H (-5.66063, 0.72428, -3.95720)  0.11
H (-3.28414, 0.50206, -3.31946)  0.08
H (-2.60579, -2.36281, -0.94791)  0.08
H (-4.47182, -3.39529, -2.13911)  0.12
H (-6.80567, -2.94667, -1.43586)  0.11
H (-7.25463, -1.41984, 0.45309)  0.11
H (-5.39355, -0.34414, 1.64310)  0.11
H (-4.01299, -1.69507, 3.52355)  0.12
H (-4.74074, -0.73391, 5.66458)  0.12
H (-4.22559, 1.61998, 6.21339)  0.11
H (-2.94510, 3.01414, 4.62696)  0.11
H (-2.16588, 2.04038, 2.48899)  0.06
N (1.13894, -0.06509, 1.60958)  -0.03
C (1.19294, 1.38312, 1.73822)  -0.24
C (0.64799, 1.97975, 2.86065)  -0.03
C (0.64615, 3.36166, 2.95182)  -0.06
C (1.18131, 4.12083, 1.91520)  -0.08
C (1.72565, 3.49690, 0.80496)  -0.02
C (1.74750, 2.10630, 0.70038)  -0.13
C (2.35712, 1.38263, -0.44297)  -0.19
C (3.48855, 1.92252, -1.05703)  -0.02
C (4.12565, 1.27273, -2.09923)  -0.05
C (3.64320, 0.04827, -2.53505)  -0.05
C (2.52521, -0.51478, -1.93869)  -0.11
C (1.87142, 0.15034, -0.89776)  -0.26
H (0.69928, -0.47846, 2.42965)  0.06
H (2.07673, -0.45961, 1.51633)  0.13
H (0.22853, 1.36888, 3.65285)  0.12
H (0.23069, 3.84173, 3.82811)  0.11
H (1.17212, 5.20136, 1.97197)  0.11
H (2.11625, 4.09357, -0.01005)  0.12
H (3.89732, 2.85331, -0.68257)  0.12
H (5.00481, 1.70982, -2.55450)  0.11
H (4.13503, -0.48360, -3.33996)  0.12
H (2.18529, -1.47097, -2.31078)  0.08
O (1.39687, -2.38102, 0.37664)  -0.49
S (0.89375, -3.41508, -0.64323)  0.42
O (1.86517, -3.76117, -1.61696)  -0.22
O (-0.11406, -2.26136, -1.34450)  -0.54
O (0.05124, -4.40696, -0.08169)  -0.25